[1]
# C10H16IrN2P

A structure of composition C10H16IrN2P at a distorted geometry (ωB97M-V with the def2-TZVPD basis set, OMol25).

Computed properties:
HOMO (spin up / spin down), Ha: -0.3267 / -0.3966
E_tot, hartree: -945.2294
Total charge: +1
Energy above the lowest of the compared OMol25 structures with the same formula, charge and spin, eV: 1.910
Spin multiplicity: 6
Expectation value of S²: 8.80

Positions of all 30 atoms, in Å:
C (-1.0114, -0.1071, -1.7576)
C (-1.0063, 1.2713, -2.1415)
C (-1.7848, 1.9585, -1.1699)
C (-2.5916, 1.0138, -0.4773)
C (-2.0274, -0.2675, -0.6953)
Ir (1.8495, -0.8259, 0.9078)
P (2.4768, -1.4424, -0.9564)
H (-0.4114, -0.9138, -2.1704)
H (-0.3811, 1.7593, -2.8964)
H (-1.8393, 3.0361, -1.0609)
H (-2.2760, -1.1909, -0.1557)
H (-3.4650, 1.2738, 0.1220)
H (3.8179, -1.1790, -1.4005)
H (1.7127, -1.0325, -2.0886)
H (2.3991, -2.8620, -0.9642)
C (2.4539, -1.1714, 5.0383)
C (1.9607, -0.2721, 3.9867)
C (1.7920, 1.0992, 3.8586)
C (1.1364, 1.3675, 2.6480)
N (0.7609, 0.1631, 2.1022)
N (1.3519, -0.8526, 2.9135)
C (0.8010, 2.6309, 1.9916)
H (3.4783, -0.9378, 5.3395)
H (1.8251, -1.1136, 5.9338)
H (2.4227, -2.2103, 4.6906)
H (2.0683, 1.8430, 4.5870)
H (0.8149, -1.7027, 3.0780)
H (0.0941, 3.1883, 2.6124)
H (1.7006, 3.2503, 1.9065)
H (0.3697, 2.4444, 1.0008)

[2]
# C4H8O3S

The molecule C4H8O3S at a distorted geometry (ωB97M-V with the def2-TZVPD basis set, OMol25).

Computed properties:
HOMO, Ha: -0.3325
E_tot, hartree: -780.9792
Total charge: 0
SMILES: OCCOC(=S)CO
Energy above the lowest of the compared OMol25 structures with the same formula, charge and spin, eV: 4.190

Positions of all 16 atoms, in Å:
C (-1.9869, -1.0496, -0.2649)
C (-1.4328, -0.3574, 0.9267)
C (0.8381, -0.1095, 0.1966)
C (0.7527, 1.5943, 0.1275)
H (-0.4313, -0.4240, -1.3690)
H (-3.1152, -0.9725, -0.4897)
H (-1.8724, -2.1928, -0.3686)
H (-2.0355, -0.5341, 1.9822)
H (-1.3413, 0.7344, 0.5090)
H (1.1527, 1.9455, 1.1272)
H (1.3326, 1.8046, -0.7325)
H (-1.0272, 1.6714, -0.8274)
O (-1.3788, -0.1715, -1.2358)
O (-0.1159, -0.7761, 1.0048)
O (-0.5709, 2.1041, 0.0106)
S (2.1772, -0.7345, -0.2489)